No. 1
C44H44N4O10S2Se2Ta | ωB97M-V with the def2-TZVPD basis set

Computed properties:
HOMO in eV: -4.7
Multiplicity: 1
Net charge: -1
Frontier orbital gap in eV: 6.36

XYZ file:
```
107
C44H44N4O10S2Se2Ta, DFT ωB97M-V with the def2-TZVPD basis set
Ta 0.7797 0.1224 -0.3733
O -0.2097 4.3488 -1.0412
C 0.3728 4.5334 -2.3138
C 0.1411 3.3956 -3.3378
C 0.0697 4.0474 -4.7271
O -1.0420 4.9131 -4.9145
C 1.3081 2.4028 -3.4038
Se 2.0738 1.9663 -1.6561
C -1.1902 2.6827 -3.0763
Se -1.2443 0.9650 -2.1112
H 0.1205 3.5177 -0.6615
H 1.4532 4.7108 -2.2252
H -0.0848 5.4450 -2.7024
H 0.0720 3.2567 -5.4894
H 0.9558 4.6675 -4.8876
H -1.8314 4.4421 -4.6261
H 2.1344 2.8390 -3.9714
H 0.9917 1.4843 -3.9010
H -1.6335 2.4086 -4.0400
H -1.8723 3.3543 -2.5564
C 0.5465 -2.0471 6.3214
O -0.6386 -2.5505 5.7300
C -0.8211 -2.3141 4.4111
C -2.0135 -2.8663 3.8725
C -2.2914 -2.6752 2.5576
C -1.4233 -1.9403 1.7103
C -1.6842 -1.7797 0.3344
C -2.8602 -2.4337 -0.3351
O -0.9547 -1.0883 -0.4240
C -0.2171 -1.4064 2.2489
O 0.6507 -0.7773 1.5531
C 0.0511 -1.6030 3.6296
H 0.5140 -2.3473 7.3651
H 0.5890 -0.9577 6.2549
H 1.4326 -2.4727 5.8442
H -2.6700 -3.4218 4.5272
H -3.1989 -3.0960 2.1455
H -3.7831 -2.2415 0.2111
H -2.7062 -3.5141 -0.3828
H -2.9551 -2.0296 -1.3401
H 0.9567 -1.1610 4.0172
C 5.1238 -4.7885 4.7351
C 4.4769 -4.3111 3.4627
C 4.6448 -5.0001 2.2672
C 4.0637 -4.5429 1.0916
C 3.2917 -3.3942 1.1153
C 3.1131 -2.6891 2.2977
C 3.7093 -3.1479 3.4586
S 2.4855 -2.8466 -0.3779
O 1.0921 -3.2361 -0.2842
O 3.2559 -3.4260 -1.4568
N 2.5329 -1.2621 -0.3476
C 3.8063 -0.6197 -0.0673
C 3.5186 0.5425 0.8728
O 4.3582 1.0068 1.6119
O 2.2833 0.9729 0.7872
H 5.6224 -5.7464 4.5896
H 4.3851 -4.9079 5.5297
H 5.8678 -4.0706 5.0861
H 5.2463 -5.9018 2.2515
H 4.2085 -5.0631 0.1544
H 2.5255 -1.7796 2.2885
H 3.5908 -2.5842 4.3778
H 4.2686 -0.2139 -0.9752
H 4.5329 -1.2807 0.4059
C -1.9691 8.1351 2.3322
C -3.1181 8.3568 3.2785
O -3.5150 9.4421 3.6097
S -3.9551 6.9156 3.9620
C -3.0807 5.5478 3.2391
C -1.9931 4.9898 3.9008
C -1.2855 3.9502 3.3196
C -1.6570 3.4518 2.0696
C -2.7683 4.0039 1.4226
C -3.4772 5.0374 2.0055
C -0.9093 2.4177 1.4273
C -0.3107 1.5909 0.7713
H -1.5676 9.1060 2.0529
H -2.2877 7.5895 1.4445
H -1.2006 7.5284 2.8113
H -1.6937 5.3855 4.8632
H -0.4261 3.5230 3.8189
H -3.0442 3.6182 0.4501
H -4.3322 5.4690 1.5003
C 2.3218 -1.7840 -4.3800
C 2.0472 -1.0216 -3.2637
N 0.9481 -1.1936 -2.5185
C 0.0968 -2.1487 -2.8802
C 0.3128 -3.0020 -3.9569
C 1.4608 -2.8122 -4.7108
C -0.5584 -4.1608 -4.2201
C -1.8890 -4.2588 -4.2147
C -2.8811 -3.1820 -4.0646
C -4.1812 -3.4809 -3.6605
C -5.0692 -2.4278 -3.5650
N -4.7247 -1.1719 -3.8379
C -3.4591 -0.9919 -4.2106
N -2.5298 -1.9282 -4.3519
H 3.2265 -1.6021 -4.9425
H 2.7300 -0.2548 -2.9264
H -0.7753 -2.2659 -2.2604
H 1.6786 -3.4702 -5.5442
H -0.0144 -5.0803 -4.4185
H -2.3144 -5.2476 -4.3510
H -4.4784 -4.4951 -3.4293
H -6.0972 -2.5915 -3.2579
H -3.1514 0.0239 -4.4241
```

=====

No. 2
C3H11NO2 | ωB97M-V with the def2-TZVPD basis set

Computed properties:
SMILES: C[C@H](N)CO.O
HOMO in eV: -10.0
Multiplicity: 1
Net charge: 0
Frontier orbital gap in eV: 10.45

XYZ file:
```
17
C3H11NO2, DFT ωB97M-V with the def2-TZVPD basis set
C 1.2475 -0.1712 0.9616
C 0.7834 -0.3914 -0.5273
N -0.1946 0.5667 -1.0277
C 0.0991 -1.7347 -0.8987
O -0.1517 -1.8296 -2.2774
H 2.0541 -0.6391 1.5629
H 1.3623 0.9250 1.0467
H 0.2794 -0.2813 1.6858
H 1.7639 -0.1981 -1.0167
H 0.3170 1.3774 -1.4072
H -0.7631 0.9288 -0.3026
H 0.7981 -2.5326 -0.5822
H -0.7947 -1.8926 -0.3838
H -0.1329 -0.8770 -2.4944
O -1.5807 2.8179 3.0556
H -1.7167 2.4455 2.1401
H -0.7260 2.6546 3.5065
```

=====

No. 3
C11H16ClIMoN2OP | ωB97M-V with the def2-TZVPD basis set

Computed properties:
HOMO (alpha / beta) in eV: -19.5 / -19.4
Multiplicity: 3
Net charge: +3
Frontier orbital gap (alpha / beta) in eV: 5.39 / 5.04

XYZ file:
```
34
C11H16ClIMoN2OP, DFT ωB97M-V with the def2-TZVPD basis set
C -0.4635 -3.8145 -2.1622
I 1.3590 -2.6959 -1.6148
H -1.3627 -3.3373 -1.7898
H -0.2932 -4.8098 -1.7472
H -0.4279 -3.8575 -3.2546
Mo 0.2445 -0.7386 -0.3644
P -0.0649 0.9517 -1.9166
C 1.4371 1.6283 -2.7071
C -1.1539 0.6906 -3.3607
H -1.6906 2.0595 -0.5152
H -1.0150 3.1694 -1.7653
H -0.0483 2.7515 -0.3091
C -0.7796 2.3792 -1.0390
H -2.1955 0.6239 -3.0265
H -1.0228 1.5259 -4.0645
H 1.1333 2.3671 -3.4597
H 1.9772 0.8033 -3.1859
H -0.8783 -0.2562 -3.8406
H 2.0803 2.0937 -1.9509
C 2.1136 -0.0584 -0.3045
O 3.2241 0.3546 -0.3203
Cl -2.1032 -1.1956 -0.7769
N 3.3460 0.5270 5.2536
C 2.3748 0.2252 4.6628
C 1.1864 -0.1343 3.9287
C 0.0219 -0.5256 4.5898
C -1.0815 -0.8920 3.8320
C -0.9817 -0.8847 2.4382
N 0.1593 -0.5126 1.7862
C 1.2172 -0.0868 2.5310
H -0.0006 -0.5537 5.6815
H -2.0110 -1.2083 4.2972
H -1.8157 -1.1919 1.8070
H 2.1005 0.2746 1.9997
```

=====

No. 4
C42H81BFIN2O14PS2 | ωB97M-V with the def2-TZVPD basis set

Computed properties:
HOMO in eV: -9.9
Multiplicity: 1
Net charge: +1
Frontier orbital gap in eV: 5.82

XYZ file:
```
145
C42H81BFIN2O14PS2, DFT ωB97M-V with the def2-TZVPD basis set
C 6.5159 -4.2693 -1.2989
C 5.1224 -4.8644 -1.1667
O 4.2585 -3.8998 -0.5398
B 2.9043 -4.0709 -0.6975
O 2.1127 -4.2890 0.3714
C 2.2891 -3.8492 -2.1648
C 2.6854 -2.6706 -2.8222
C 3.6987 -1.7704 -2.1609
O 4.7720 -1.6507 -2.6272
O 3.3045 -1.2010 -1.0174
C 2.1501 -0.3402 -1.1386
C 1.8862 0.3375 0.1937
C 3.1053 0.5340 1.0552
F 0.9648 -0.4473 0.8877
C 2.1863 -2.3414 -4.0815
C 2.6017 -1.1251 -4.8642
C 3.8347 -1.4557 -5.7562
C 3.6513 -1.0568 -7.2280
S 4.9809 -0.0039 -7.8218
C 5.4880 -0.7480 -9.3490
S 5.4161 -2.3652 -9.5766
N 5.9615 0.2089 -10.2119
C 6.9203 -0.2602 -11.2276
C 6.2266 -0.6349 -12.5161
O 5.6553 0.5095 -13.1361
C 5.2733 1.5177 -12.2196
C 4.8862 1.0261 -10.8391
C 1.2686 -3.2287 -4.6359
N 0.9066 -4.3704 -4.0231
C -0.0564 -5.2258 -4.7573
C -1.4959 -4.7965 -4.4398
C -1.9631 -3.6080 -5.2716
I -4.0854 -3.4381 -5.1911
C 1.3948 -4.7355 -2.7999
P 1.0385 -6.3267 -1.9206
C -0.6878 -6.8722 -2.1440
C 2.1623 -7.5751 -2.6895
H 7.2612 -5.0539 -1.2351
H 6.6198 -3.7334 -2.2357
H 6.6378 -3.5724 -0.4770
H 5.1725 -5.7418 -0.5210
H 4.7283 -5.1873 -2.1340
H 2.6146 -4.6832 1.0930
H 2.3519 0.4059 -1.9040
H 1.2537 -0.9083 -1.3883
H 1.3939 1.2889 -0.0035
H 2.8118 1.1173 1.9216
H 3.8822 1.0703 0.5171
H 3.5116 -0.4204 1.3682
H 1.7740 -0.8160 -5.4941
H 2.8914 -0.3512 -4.1629
H 4.6859 -0.9197 -5.3474
H 4.0907 -2.5075 -5.6671
H 2.7171 -0.5232 -7.3875
H 3.5943 -1.9511 -7.8400
H 7.5848 0.5767 -11.4426
H 7.5362 -1.0644 -10.8482
H 5.4453 -1.3759 -12.3566
H 6.9629 -1.0630 -13.1925
H 6.0451 2.2867 -12.1563
H 4.3909 2.0008 -12.6348
H 4.7143 1.9120 -10.2315
H 3.9556 0.4603 -10.8801
H 0.8311 -3.0214 -5.5992
H 0.1253 -6.2623 -4.5166
H 0.1408 -5.0558 -5.8105
H -2.1853 -5.6287 -4.5337
H -1.5053 -4.4882 -3.3968
H -1.6245 -3.6490 -6.3018
H -1.5962 -2.6754 -4.8551
H -0.9670 -7.2448 -3.1279
H -0.8384 -7.6782 -1.4315
H -1.3763 -6.0826 -1.8627
H 1.6476 -8.3776 -3.2063
H 2.7703 -7.9718 -1.8854
H 2.8481 -7.0632 -3.3609
C -1.8785 -1.6007 2.3332
O -1.4230 -2.2927 3.4740
C -0.0169 -2.4813 3.4894
C 0.5262 -2.4485 4.9010
O 0.5984 -1.1459 5.4577
C -0.6204 -0.5192 5.8245
C -1.2732 -1.0772 7.0686
O -1.8838 -2.3308 6.8144
C -1.8784 -3.1874 7.9354
H -1.7429 -2.2039 1.4262
H -2.9395 -1.3975 2.4693
H -1.3535 -0.6462 2.2169
H 0.4820 -1.7076 2.8981
H 0.2048 -3.4602 3.0401
H 1.5620 -2.7949 4.8603
H -0.0205 -3.1346 5.5501
H -1.3183 -0.4972 4.9851
H -0.3466 0.5161 6.0435
H -2.0512 -0.3752 7.3987
H -0.5205 -1.1666 7.8600
H -0.8649 -3.3086 8.3342
H -2.2406 -4.1596 7.6062
H -2.5371 -2.8116 8.7262
C -7.6459 3.8000 4.3013
O -6.4472 3.1039 4.5665
C -6.5693 1.6971 4.4329
C -5.2739 1.0791 3.9586
O -4.9942 1.2733 2.5781
C -4.6321 2.5749 2.1473
C -3.2522 3.0178 2.5750
O -3.2363 3.3518 3.9505
C -1.9980 3.0794 4.5694
H -8.4039 3.5920 5.0641
H -7.4166 4.8647 4.3142
H -8.0437 3.5396 3.3137
H -7.3699 1.4427 3.7291
H -6.8225 1.2747 5.4143
H -5.3661 -0.0033 4.0731
H -4.4395 1.4019 4.5838
H -5.3824 3.3136 2.4352
H -4.6337 2.5190 1.0557
H -2.9731 3.9099 1.9957
H -2.5316 2.2190 2.3603
H -1.7129 2.0346 4.3995
H -2.1208 3.2332 5.6405
H -1.2106 3.7475 4.2023
C -4.7286 7.3622 3.5129
O -4.7573 7.2222 4.9118
C -4.1639 6.0070 5.3559
C -3.5011 6.1783 6.7022
O -2.2586 6.8667 6.6680
C -2.2728 8.2656 6.4343
C -2.7635 9.0951 7.5993
O -4.1709 9.0085 7.7386
C -4.6051 9.1243 9.0749
H -5.3765 6.6235 3.0236
H -5.0897 8.3612 3.2733
H -3.7077 7.2580 3.1247
H -3.4250 5.6534 4.6338
H -4.9513 5.2480 5.4375
H -3.2540 5.1784 7.0678
H -4.1856 6.6269 7.4246
H -2.8170 8.5123 5.5207
H -1.2253 8.5310 6.2714
H -2.4973 10.1454 7.4172
H -2.2628 8.7596 8.5148
H -4.0941 8.4003 9.7199
H -5.6724 8.9110 9.0918
H -4.4383 10.1361 9.4614
```

=====

No. 5
C39H36F3IrN7O4P | ωB97M-V with the def2-TZVPD basis set

Computed properties:
HOMO in eV: -7.4
Multiplicity: 1
Net charge: 0
Frontier orbital gap in eV: 6.87

XYZ file:
```
91
C39H36F3IrN7O4P, DFT ωB97M-V with the def2-TZVPD basis set
Ir -0.5158 0.5192 1.0196
O -3.2856 2.7791 3.3168
C -2.7351 2.2018 2.4012
O -1.4877 1.7919 2.4087
C -3.5220 1.9026 1.1134
P -2.3154 1.4301 -0.1469
C -1.7958 2.9686 -0.9514
C -1.8326 4.1666 -0.2431
C -1.2848 5.3206 -0.7925
C -0.6866 5.2839 -2.0453
C -0.6243 4.0855 -2.7469
C -1.1668 2.9312 -2.1993
C -3.1926 0.3900 -1.3446
C -3.5226 -0.8833 -0.8714
C -4.1834 -1.7847 -1.6930
C -4.4724 -1.4409 -3.0105
C -4.1227 -0.1878 -3.4904
C -3.5039 0.7373 -2.6539
H -4.1391 2.7419 0.8105
H -4.1697 1.0498 1.3137
H -2.2729 4.2116 0.7462
H -1.3205 6.2480 -0.2342
H -0.2540 6.1834 -2.4693
H -0.1541 4.0460 -3.7232
H -1.0797 1.9910 -2.7318
H -3.2420 -1.1632 0.1407
H -4.4612 -2.7622 -1.3124
H -4.9702 -2.1498 -3.6614
H -4.3285 0.0748 -4.5218
H -3.2739 1.7250 -3.0294
F 2.2215 -1.7630 -7.8390
C 2.0211 -0.5184 -7.3689
F 1.0236 0.0157 -8.1041
F 3.1251 0.1982 -7.6422
C 1.6890 -0.5116 -5.9086
C 1.0228 -1.5893 -5.3471
C 0.6425 -1.5515 -4.0163
C 0.9247 -0.4342 -3.2266
C 1.6293 0.6332 -3.8002
C 2.0040 0.5977 -5.1346
C 0.4685 -0.3355 -1.8649
C 0.0802 -0.1946 -0.7259
H 0.8080 -2.4596 -5.9530
H 0.1152 -2.3892 -3.5766
H 1.8731 1.4945 -3.1848
H 2.5459 1.4258 -5.5733
N 4.3262 -1.6320 0.5429
C 3.5862 -0.8344 -0.2267
N 2.8314 0.0536 0.3115
C 3.3357 -0.8065 2.5456
C 3.3233 -0.6374 3.9272
C 4.3173 -1.2026 4.7010
C 5.3195 -1.9610 4.0947
C 5.3435 -2.1176 2.7215
C 4.3562 -1.5152 1.9542
H 4.9820 -2.2427 0.0855
H 3.3596 -1.1478 -1.2418
H 2.5361 -0.0352 4.3676
H 4.3213 -1.0577 5.7745
H 6.0960 -2.4172 4.6965
H 6.1178 -2.7056 2.2384
C -3.1078 -3.4078 1.9805
N -2.1521 -3.1648 3.0518
C -1.0196 -4.0916 3.0184
C -1.7915 -1.8127 3.1962
O -1.9344 -1.0389 2.2360
N -1.3517 -1.4523 4.4098
C -0.8546 -0.1043 4.6768
C -1.4761 -2.2891 5.5978
H -3.5250 -4.4044 2.1162
H -2.6537 -3.3416 0.9841
H -3.9157 -2.6812 2.0396
H -0.4570 -4.0043 2.0805
H -1.3891 -5.1130 3.1086
H -0.3368 -3.8947 3.8433
H -0.6450 0.4193 3.7562
H 0.0614 -0.1768 5.2674
H -1.5954 0.4720 5.2343
H -2.0509 -3.1795 5.3800
H -1.9866 -1.7178 6.3753
H -0.4902 -2.5677 5.9773
N 2.1612 3.5988 -0.5034
C 1.8973 2.3754 0.0133
O 0.8459 2.2650 0.7088
C 2.8553 1.3635 -0.2651
C 2.2818 -0.2869 1.6513
N 1.0851 -0.2210 1.9170
C 3.9067 1.6493 -1.1664
N 4.7596 1.9383 -1.9005
H 2.9756 3.7862 -1.0583
H 1.4725 4.3154 -0.3514
```

=====

No. 6
C22H36N2O5PPtS4SbSi | ωB97M-V with the def2-TZVPD basis set

Computed properties:
HOMO (alpha / beta) in eV: -4.5 / -4.5
Multiplicity: 2
Net charge: -1
Frontier orbital gap (alpha / beta) in eV: 5.80 / 4.98

XYZ file:
```
73
C22H36N2O5PPtS4SbSi, DFT ωB97M-V with the def2-TZVPD basis set
Pt 1.4115 0.1366 -0.7583
O 3.5860 -0.4442 -0.4290
N 4.1085 0.4063 0.4601
C 5.4100 0.7109 0.3210
C 6.0285 1.5633 1.1965
C 5.2750 2.1354 2.2224
C 3.9392 1.8300 2.3301
C 3.3378 0.9375 1.4367
S 1.7057 0.4217 1.5536
H 5.8915 0.2374 -0.5212
H 7.0753 1.7893 1.0595
H 5.7325 2.8265 2.9174
H 3.3041 2.2816 3.0782
S 3.5388 1.6357 -5.2666
Sb 3.5538 0.6465 -3.1485
S 1.5412 -0.6258 -2.9950
S 2.5536 2.1294 -1.5780
C 2.6296 -2.7415 1.6752
Si 1.7930 -3.0564 0.0238
C 3.1045 -3.2699 -1.2989
C 1.1591 -4.8263 0.2086
N 0.6227 -1.8026 -0.3974
C -0.7103 -1.9639 -0.8059
C -1.3809 -0.9867 -1.5670
C -2.6835 -1.1495 -2.0053
C -3.4208 -2.2805 -1.6906
C -2.8029 -3.2425 -0.9072
C -1.4937 -3.0916 -0.4785
H 2.9179 -3.6963 2.1253
H 1.9688 -2.2182 2.3640
H 3.5293 -2.1352 1.5546
H 3.6853 -4.1737 -1.0870
H 3.7915 -2.4269 -1.3412
H 2.6387 -3.3755 -2.2800
H 2.0486 -5.4334 0.4046
H 0.6851 -5.2094 -0.6959
H 0.4776 -4.9663 1.0489
H -0.8733 -0.0740 -1.8343
H -3.1283 -0.3610 -2.6023
H -4.4401 -2.4033 -2.0335
H -3.3464 -4.1348 -0.6147
H -1.0885 -3.8505 0.1539
C -2.1913 2.4321 -2.6923
C -2.4494 3.1960 -1.3991
C -3.8833 3.7032 -1.3561
C -1.4691 4.3523 -1.2451
O -2.3667 2.2744 -0.2832
P -1.0172 1.8676 0.4752
O -0.5877 2.8917 1.4389
O -0.0511 1.5009 -0.6874
O -1.3729 0.4642 1.1091
C -2.3829 0.1206 2.0820
C -3.6712 -0.2110 1.3402
C -2.6033 1.2437 3.0868
C -1.8282 -1.1198 2.7653
H -2.3520 3.0911 -3.5478
H -2.8751 1.5841 -2.7673
H -1.1691 2.0584 -2.7239
H -4.0695 4.3752 -2.1954
H -4.0665 4.2407 -0.4247
H -4.5791 2.8649 -1.4177
H -1.6435 5.0747 -2.0446
H -0.4375 4.0042 -1.3127
H -1.5988 4.8392 -0.2784
H -4.0040 0.6468 0.7561
H -4.4488 -0.4774 2.0592
H -3.5084 -1.0521 0.6643
H -2.9997 2.1353 2.5999
H -1.6652 1.5216 3.5663
H -3.3146 0.9057 3.8429
H -1.6010 -1.8816 2.0174
H -2.5593 -1.5188 3.4713
H -0.9097 -0.8764 3.3024
```

=====

Number 1: E -8330.93930 a.u., molar mass 1191.86 g mol⁻¹. Number 2: E -326.08001 a.u., molar mass 93.13 g mol⁻¹. Number 3: E -1779.78535 a.u., molar mass 481.53 g mol⁻¹. Number 4: E -4371.56880 a.u., molar mass 1089.93 g mol⁻¹. Number 5: E -2937.26712 a.u., molar mass 946.95 g mol⁻¹. Number 6: E -3929.02512 a.u., molar mass 912.71 g mol⁻¹.